Formula: C79H182N10O14
Source: OMol25
Level of theory: the ωB97M-V functional and the def2-TZVPD basis

```
285
Properties=species:S:1:pos:R:3:forces:R:3:lowdin_charge:R:1
C 1.4865 -0.3840 1.0410 -0.37 0.06 -0.07 -0.006
C -0.0175 -0.7475 0.8214 0.31 -0.44 1.86 -0.433
C -0.9106 0.2144 1.6822 0.47 0.87 -1.22 -0.114
C -1.0871 1.6022 1.0320 -0.67 -1.52 -0.50 -0.155
C -1.6767 1.3236 -0.3534 0.92 -0.26 -0.33 -0.100
C -0.7869 0.4028 -1.3049 -0.78 -0.18 -1.67 -0.404
N -0.4185 -0.8541 -0.6075 -1.67 1.08 1.87 -0.119
O 0.3259 -1.7969 -1.3443 -0.20 0.98 0.38 -0.005
C -1.7205 -0.0753 -2.4533 0.03 0.00 -0.66 -0.030
C 0.4324 1.1615 -1.9613 -0.58 -0.35 1.47 0.004
C -0.2940 -2.1379 1.4545 0.64 0.23 -0.30 -0.028
H 1.7457 0.6356 0.7557 -0.08 -0.06 -0.95 0.053
H 2.0973 -1.1461 0.5571 0.31 0.37 -0.15 0.066
H 1.8208 -0.3015 2.0752 -0.56 -0.75 0.48 0.066
H -1.8873 -0.2520 1.8110 -0.16 0.08 0.01 0.110
H -0.4871 0.3826 2.6724 0.29 -0.59 0.07 0.101
H -0.1587 2.1680 0.9531 -0.03 -0.02 0.19 0.078
H -1.8350 2.1472 1.6080 0.20 0.33 0.06 0.114
H -1.9072 2.2915 -0.7986 0.19 -0.12 -0.68 0.112
H -2.6379 0.8199 -0.2519 -0.04 -0.12 0.13 0.097
H -2.6727 -0.5264 -2.1743 -0.09 0.44 0.70 0.058
H -1.9253 0.7219 -3.1679 -0.13 0.26 0.12 0.075
H -1.3212 -0.8838 -3.0656 0.77 0.06 0.09 0.070
H 0.9436 1.6193 -1.1145 0.39 0.29 -0.17 0.051
H 1.1342 0.4936 -2.4608 -0.14 -0.08 0.00 0.048
H 0.1341 1.9430 -2.6602 -0.22 -0.07 0.07 0.076
H -1.3214 -2.4641 1.2929 0.08 0.01 -0.28 0.076
H -0.1544 -2.1313 2.5355 0.29 0.18 0.06 0.073
H 0.4154 -2.8307 1.0019 -0.19 -0.42 0.12 0.073
H 1.1751 -1.3550 -1.4165 1.16 -0.32 -0.44 0.044
C -1.6752 -9.3147 2.0771 0.73 0.23 0.10 -0.027
C -0.2453 -9.2890 1.4710 0.81 -0.50 1.45 -0.445
C -0.2706 -8.9704 -0.0300 -0.70 1.06 1.09 -0.135
C -0.5608 -7.4772 -0.2476 0.03 0.07 -0.04 -0.186
C 0.4498 -6.5788 0.4561 -0.36 -0.35 0.45 -0.138
C 0.5357 -6.8026 2.0144 -0.34 0.33 -0.48 -0.460
N 0.6170 -8.2500 2.2300 0.53 -0.72 -2.53 -0.122
O 0.8946 -8.5663 3.5437 -0.69 -0.24 1.11 -0.018
C 1.8488 -6.0708 2.3915 0.47 -0.59 0.10 -0.051
C -0.6796 -6.1131 2.7510 0.04 -0.11 -0.61 -0.014
C 0.4027 -10.7202 1.5958 0.27 0.79 0.65 -0.039
H -2.3440 -10.0412 1.6157 0.02 0.19 -0.39 0.081
H -2.0453 -8.2911 2.0191 -0.48 -0.26 -0.03 0.060
H -1.6441 -9.6022 3.1281 0.24 0.16 0.10 0.082
H 0.6651 -9.2662 -0.5044 -0.05 0.01 -0.03 0.117
H -1.1128 -9.5658 -0.3827 0.21 -0.10 -0.53 0.118
H -1.5455 -7.1851 0.1171 -0.26 -0.34 -0.01 0.100
H -0.5721 -7.2644 -1.3166 0.06 0.10 -0.09 0.107
H 0.1978 -5.5303 0.2976 -0.11 0.12 0.00 0.096
H 1.4166 -6.7298 -0.0242 0.30 -0.10 0.33 0.117
H 1.8560 -5.0884 1.9194 -0.19 0.19 0.27 0.067
H 2.1163 -5.9947 3.4454 -0.68 0.20 0.24 0.076
H 2.7305 -6.5710 1.9910 -0.13 -0.36 -0.43 0.079
H -1.5810 -6.1563 2.1397 -0.02 0.00 -0.25 0.062
H -0.9945 -6.5514 3.6980 0.57 -0.26 0.09 0.077
H -0.4979 -5.0524 2.9242 0.19 0.06 -0.02 0.061
H 1.3763 -10.7784 1.1092 -0.10 0.19 -0.44 0.074
H -0.2495 -11.5003 1.2030 -0.10 0.20 -0.20 0.081
H 0.6448 -11.0099 2.6183 -0.42 0.23 0.27 0.068
H 1.8196 -8.8210 3.5755 0.16 -0.05 -0.18 0.103
C 0.7287 1.9427 8.7937 0.15 -0.05 0.41 -0.024
C 0.0503 0.7305 8.0904 1.74 1.34 -0.29 -0.476
C -0.5144 1.2666 6.7548 0.05 -0.20 -0.14 -0.137
C 0.4595 1.4795 5.6260 1.35 -1.24 -0.02 -0.162
C 1.2763 0.1523 5.4327 -2.48 1.29 -0.58 -0.141
C 1.8755 -0.3911 6.6936 3.22 0.72 0.01 -0.480
N 0.9395 -0.4453 7.8170 -1.65 0.96 -2.57 -0.109
O 1.5034 -0.9805 8.9414 0.71 -0.17 1.19 0.005
C 2.4429 -1.7873 6.3459 -0.87 -0.31 1.01 -0.026
C 3.1909 0.4850 6.9331 -0.74 0.25 0.33 -0.012
C -1.0913 0.2815 8.9349 -1.31 -1.16 0.15 -0.047
H 1.5651 2.4459 8.3085 0.13 -0.52 -0.39 0.067
H 1.0582 1.6703 9.7963 0.04 -0.04 0.05 0.081
H -0.0016 2.7457 8.8932 -0.30 -0.14 0.18 0.080
H -1.2568 0.5411 6.4222 -0.29 0.11 -0.10 0.104
H -0.9587 2.2578 6.8461 -0.58 -0.25 0.79 0.125
H 1.1454 2.3131 5.7772 -0.05 0.16 0.27 0.099
H -0.1299 1.7232 4.7420 0.16 -0.11 -0.24 0.102
H 1.9849 0.2879 4.6157 0.33 -0.29 0.21 0.109
H 0.4933 -0.5304 5.1025 0.13 -0.48 -0.31 0.094
H 3.0757 -1.7675 5.4587 -0.16 0.06 0.02 0.067
H 2.9998 -2.2219 7.1760 0.33 0.28 0.04 0.082
H 1.6066 -2.4771 6.2317 -0.16 -0.11 -0.50 0.072
H 3.5984 0.3576 7.9360 0.10 -0.30 -0.06 0.082
H 3.9397 0.2736 6.1698 0.04 -0.39 0.14 0.054
H 3.0220 1.5561 6.8219 -0.36 0.08 0.07 0.057
H -1.8781 1.0350 8.9680 0.11 0.16 0.16 0.094
H -0.9030 -0.0967 9.9397 0.58 0.53 0.13 0.089
H -1.5436 -0.5830 8.4488 -0.14 0.04 -0.23 0.060
H 1.1263 -1.8627 8.9749 0.02 -0.15 0.24 0.108
C 9.1416 -0.7115 2.1761 -1.72 0.05 -0.90 -0.045
C 7.7649 -1.1247 2.7943 0.35 0.88 1.38 -0.445
C 6.9158 0.1590 3.1794 -0.88 -0.99 -0.75 -0.115
C 5.4841 -0.1992 3.6975 2.06 -0.35 0.51 -0.188
C 4.7541 -1.1300 2.7476 0.17 0.77 -0.51 -0.125
C 5.5460 -2.3542 2.2218 1.29 0.29 -1.69 -0.445
N 6.9811 -1.9345 1.8048 -1.05 2.21 1.94 -0.102
O 7.7535 -2.9678 1.2540 -0.25 -0.34 0.32 -0.023
C 5.5054 -3.4722 3.2060 -0.62 -0.94 1.47 -0.039
C 4.9785 -2.8322 0.8653 -0.22 -0.25 -0.35 -0.044
C 8.1620 -1.7365 4.2054 -0.91 -0.74 -1.07 -0.035
H 9.8145 -1.5675 2.1253 0.19 0.31 0.33 0.079
H 9.5199 0.2031 2.6326 0.29 -0.43 0.47 0.081
H 8.9343 -0.4041 1.1511 0.06 -0.07 -0.30 0.073
H 7.4400 0.7625 3.9204 0.15 -0.18 0.08 0.117
H 6.7113 0.8153 2.3334 0.53 -0.10 -0.47 0.090
H 5.0101 0.7611 3.9006 -0.53 -0.23 -0.15 0.091
H 5.6168 -0.6838 4.6648 -0.18 -0.06 0.20 0.087
H 4.4454 -0.5170 1.9009 -0.04 -0.12 -0.35 0.096
H 3.8313 -1.4377 3.2394 -0.09 -0.45 -0.16 0.105
H 5.4665 -3.1518 4.2471 0.54 0.42 0.12 0.075
H 4.5384 -3.9734 3.1635 -0.14 -0.25 -0.50 0.079
H 6.2771 -4.2386 3.1320 0.09 0.18 -0.36 0.093
H 3.9112 -3.0512 0.8337 -0.20 0.16 0.51 0.078
H 5.1523 -2.1283 0.0514 0.06 0.41 0.27 0.070
H 5.4489 -3.7565 0.5297 0.21 -0.13 0.31 0.083
H 7.3257 -1.8600 4.8934 -0.11 0.35 -0.03 0.055
H 8.9107 -1.0868 4.6587 0.07 -0.26 -0.02 0.080
H 8.5013 -2.7623 4.0615 0.59 0.08 0.00 0.079
H 7.7544 -2.6834 0.3371 0.26 -0.33 -0.21 0.103
C 2.0736 3.4203 1.7778 1.25 -0.41 -0.34 -0.014
C 3.6216 3.7357 1.8691 -0.45 1.75 0.84 -0.433
C 4.4560 2.4582 1.7005 -0.61 -0.04 0.16 -0.163
C 4.6410 2.0364 0.2855 0.70 1.18 -2.23 -0.150
C 5.1352 3.2386 -0.6273 0.57 -0.44 1.23 -0.112
C 4.3384 4.5337 -0.5034 0.22 -0.20 0.09 -0.539
N 4.0983 4.8208 0.9394 0.94 0.32 -0.10 -0.051
O 3.3578 6.0811 1.0868 -0.34 -1.71 -0.33 -0.033
C 5.1405 5.6857 -1.1691 -1.05 0.35 0.75 -0.035
C 3.0976 4.3799 -1.3199 -1.32 0.25 -0.47 -0.052
C 3.9243 4.2643 3.3032 -0.49 0.54 0.35 -0.037
H 1.8999 2.5695 2.4366 -0.24 0.15 0.34 0.067
H 1.8182 3.0402 0.7887 0.05 0.22 -0.19 0.042
H 1.4125 4.2526 2.0192 0.27 0.05 0.07 0.091
H 5.4226 2.5034 2.2022 0.09 0.58 -0.12 0.108
H 3.9291 1.6846 2.2591 -0.18 -0.11 0.01 0.095
H 3.7505 1.6986 -0.2446 -0.44 -0.22 0.50 0.092
H 5.3545 1.2179 0.1901 0.09 -0.05 0.09 0.105
H 5.1161 2.9037 -1.6644 -0.01 0.11 -0.11 0.108
H 6.1490 3.5797 -0.4178 0.40 -0.70 0.27 0.113
H 4.4535 6.5310 -1.2084 -0.07 0.16 -0.21 0.075
H 5.9842 6.0662 -0.5933 0.30 -0.53 -0.06 0.084
H 5.3728 5.4311 -2.2032 0.34 -0.09 0.18 0.085
H 2.3884 5.1391 -0.9899 -0.32 -0.09 -0.21 0.091
H 3.3078 4.5418 -2.3771 0.06 0.18 -0.08 0.082
H 2.6421 3.3901 -1.2903 -0.08 -0.02 0.38 0.059
H 4.9657 4.2971 3.6235 0.25 -0.61 -0.48 0.080
H 3.3511 3.7279 4.0594 0.06 -0.38 -0.03 0.072
H 3.6428 5.3038 3.4719 -0.48 0.08 -0.51 0.071
H 3.9978 6.7492 1.3429 0.42 -0.28 0.10 0.094
C -8.5623 3.0737 -1.7254 0.72 -0.10 -0.70 -0.027
C -7.8811 3.9047 -2.8591 -0.68 -1.16 -0.47 -0.458
C -8.3968 5.3355 -2.6990 1.36 0.22 -1.68 -0.139
C -7.4432 6.3637 -3.3479 0.67 -0.06 0.69 -0.180
C -6.0310 6.2364 -2.7626 -1.86 0.23 0.58 -0.167
C -5.4737 4.8235 -2.9382 1.62 0.51 -0.74 -0.452
N -6.4474 3.7914 -2.5369 -0.61 2.64 -0.25 -0.130
O -5.9992 2.4957 -2.7037 0.35 -0.18 -0.46 -0.009
C -4.9252 4.7502 -4.4461 -0.12 -0.55 1.34 0.000
C -4.2708 4.7232 -1.9523 0.14 -0.47 -0.40 -0.039
C -8.2829 3.4028 -4.3562 1.08 -0.40 1.81 -0.006
H -8.4207 1.9968 -1.8169 -0.72 -0.16 -0.73 0.066
H -9.5899 3.4238 -1.6282 -0.05 -0.53 0.29 0.084
H -7.9551 3.2026 -0.8294 -0.39 0.88 0.31 0.072
H -9.2482 5.3975 -3.3767 -0.78 -0.05 0.93 0.114
H -8.5590 5.5503 -1.6427 -0.30 0.26 -0.16 0.120
H -7.8146 7.3551 -3.0886 -0.07 0.15 -0.38 0.108
H -7.3535 6.2648 -4.4297 -0.51 -0.06 -0.13 0.104
H -6.2106 6.5166 -1.7247 0.47 -0.43 0.52 0.112
H -5.4035 7.0435 -3.1405 0.39 -0.44 -0.27 0.117
H -4.6503 5.7355 -4.8225 -0.21 0.06 0.05 0.073
H -4.0006 4.1740 -4.4120 -0.10 -0.28 -0.31 0.051
H -5.6462 4.2722 -5.1093 0.14 0.03 -0.02 0.065
H -3.4223 5.3721 -2.1691 -0.37 0.68 -0.27 0.080
H -4.6150 4.9247 -0.9379 0.03 -0.10 0.02 0.079
H -3.7637 3.7594 -1.9972 -0.48 -0.47 0.11 0.060
H -9.3439 3.2357 -4.5416 -0.16 0.68 0.29 0.073
H -7.8775 2.3986 -4.4801 0.45 0.08 -0.14 0.065
H -7.8214 4.0897 -5.0656 -0.30 -0.13 -0.17 0.056
H -5.9468 2.2132 -1.7876 0.37 -0.89 -0.01 0.052
C 0.8293 4.1852 -5.7177 -0.24 0.48 -0.16 -0.026
C -0.5248 3.7955 -6.3872 2.47 -0.43 0.40 -0.435
C -1.3462 5.0242 -6.7450 -0.68 -0.07 1.16 -0.153
C -0.8768 5.8781 -7.9042 -0.20 -0.38 -0.05 -0.171
C -0.8220 4.9848 -9.1438 -0.24 0.65 0.26 -0.136
C 0.1629 3.8220 -8.9608 0.10 -0.03 0.33 -0.484
N -0.0992 3.1472 -7.6673 -3.66 1.57 -0.09 -0.162
O 0.6275 2.0294 -7.4610 1.25 -1.38 -0.01 -0.031
C -0.1474 2.8137 -10.1089 -0.03 -0.19 0.58 -0.026
C 1.6332 4.2409 -8.9568 -0.05 0.04 -1.33 -0.027
C -1.2869 2.7579 -5.4346 0.32 0.96 -2.07 -0.006
H 0.6951 4.6462 -4.7392 0.07 -0.11 0.16 0.081
H 1.3645 4.8842 -6.3605 -0.22 0.34 0.13 0.057
H 1.5243 3.3463 -5.6813 -0.33 -0.30 0.36 0.058
H -2.3661 4.6682 -6.8907 -0.20 -0.04 -0.67 0.115
H -1.5039 5.6617 -5.8750 0.47 -0.03 0.41 0.120
H 0.0781 6.3757 -7.7343 0.32 -0.36 0.20 0.105
H -1.5539 6.7310 -7.9508 -0.32 -0.15 -0.54 0.112
H -0.6386 5.5887 -10.0325 0.70 -0.15 -0.13 0.120
H -1.8063 4.5745 -9.3697 -0.22 -0.19 0.40 0.118
H -0.4386 3.2838 -11.0482 0.29 0.28 0.05 0.081
H 0.6479 2.0944 -10.3041 0.18 0.14 0.06 0.076
H -1.0162 2.2371 -9.7911 -0.11 -0.04 0.01 0.083
H 1.8906 4.5627 -9.9659 0.21 -0.04 -0.21 0.084
H 1.9110 5.0786 -8.3171 -0.23 -0.29 0.25 0.069
H 2.1927 3.3293 -8.7469 0.32 0.24 0.22 0.070
H -2.1278 2.4645 -6.0630 -0.32 -0.38 0.33 0.082
H -1.6589 3.1785 -4.5004 0.19 0.24 -0.09 0.070
H -0.6602 1.8873 -5.2411 -0.02 0.13 0.03 0.047
H 0.0195 1.3278 -7.7054 0.14 -0.48 0.04 0.113
C 3.4438 -2.5482 -2.3086 1.37 -1.71 -0.62 -0.179
O 3.1379 -1.3563 -1.7341 -1.38 1.54 1.46 -0.143
H 4.4615 -2.8026 -2.0127 0.47 -0.24 -0.45 0.068
H 2.8823 -3.4019 -1.9290 -0.67 0.32 -0.01 0.090
H 3.3674 -2.4832 -3.3939 -0.02 -0.39 -0.13 0.081
H 3.3498 -0.6514 -2.3504 0.11 0.66 -0.42 0.033
C -1.8483 -3.9143 -1.8240 0.31 -1.32 -0.47 -0.154
O -2.4098 -3.0492 -0.8938 -0.48 0.41 0.28 -0.143
H -2.6132 -4.4906 -2.3445 -0.28 0.20 -0.08 0.087
H -1.2392 -3.3894 -2.5599 0.07 -0.08 0.02 0.071
H -1.2522 -4.6560 -1.2923 0.43 -0.10 -0.15 0.062
H -1.7814 -2.3253 -0.8422 0.19 0.84 0.53 0.027
C -3.4091 -2.2647 -4.9335 0.46 0.41 -1.57 -0.194
O -4.6571 -2.8620 -4.7784 0.29 -0.07 -0.02 -0.121
H -3.1269 -2.4056 -5.9769 0.32 -0.01 -0.05 0.078
H -3.4617 -1.1860 -4.7862 0.10 0.32 0.21 0.067
H -2.6185 -2.6739 -4.3045 0.00 -0.16 0.18 0.057
H -4.7158 -2.7998 -3.8222 -1.28 -0.65 0.94 -0.011
C -4.6018 -1.4305 3.4712 0.89 0.30 -0.59 -0.149
O -4.0093 -0.3520 4.1944 -0.76 0.23 -0.93 -0.122
H -4.9419 -1.1347 2.4787 -0.43 0.96 0.24 0.048
H -3.8125 -2.0932 3.1165 -0.04 -0.83 0.72 0.064
H -5.4494 -1.8955 3.9746 0.25 -0.26 0.16 0.084
H -3.6570 -0.6466 5.0374 -0.07 -0.16 0.26 0.013
C -1.6962 -2.4609 5.2414 -0.06 0.18 -0.31 -0.062
C -2.2274 -2.9045 6.5799 1.91 1.00 -0.19 -0.454
C -3.5831 -2.3053 6.8867 -0.05 -0.66 -0.17 -0.190
O -3.5294 -0.8939 7.0109 -0.52 0.48 0.84 -0.212
C -4.6793 -0.4336 7.7351 -0.67 0.32 0.21 -0.085
N -2.1689 -4.3417 6.6053 -0.95 -0.87 0.44 0.053
H -2.3263 -2.9276 4.4843 0.09 0.32 -0.35 0.079
H -0.6652 -2.7747 5.0782 0.04 -0.26 0.11 0.068
H -1.6618 -1.3726 5.1900 -0.29 0.00 -0.30 0.065
H -1.4933 -2.5114 7.2832 -0.15 0.44 0.60 0.122
H -3.9328 -2.7536 7.8167 -0.29 -0.02 0.10 0.124
H -4.2733 -2.5310 6.0738 -0.28 -0.44 0.00 0.124
H -4.9157 -1.0642 8.5922 0.24 -0.31 -0.02 0.086
H -5.5970 -0.3465 7.1536 0.05 -0.62 -0.68 0.088
H -4.6496 0.5755 8.1461 1.23 0.13 -0.21 0.087
H -2.3369 -4.6725 7.5447 -0.26 -0.18 0.19 0.073
H -1.2392 -4.6758 6.3952 0.13 0.17 -0.33 0.074
C 1.7817 0.1858 -5.1617 0.06 -0.52 -0.95 -0.052
C 3.3358 0.1340 -5.1816 -1.52 -0.27 0.39 -0.358
C 3.9425 0.8157 -6.4623 -0.39 -0.11 1.23 -0.185
O 3.6925 0.0622 -7.6445 0.49 -0.30 1.46 -0.154
C 4.4649 0.5280 -8.7041 -0.81 1.32 -1.64 -0.127
N 3.7475 0.6471 -3.8615 0.68 0.78 -0.75 0.041
H 1.2908 1.1022 -4.8340 0.71 0.50 -0.25 0.045
H 1.2776 -0.5471 -4.5318 0.54 -0.48 0.09 0.072
H 1.4847 -0.0114 -6.1918 -0.36 0.05 0.04 0.070
H 3.6209 -0.9156 -5.1101 0.09 -0.11 -0.77 0.124
H 4.9958 1.0123 -6.2621 0.61 -0.70 -0.25 0.111
H 3.5907 1.8436 -6.5493 -0.80 0.17 -0.17 0.118
H 4.5662 -0.1602 -9.5433 0.66 -0.94 0.79 0.091
H 5.3644 1.0679 -8.4084 0.36 -0.59 0.04 0.090
H 3.8919 1.2578 -9.2760 -0.34 0.85 0.27 0.073
H 3.5117 1.6291 -3.8767 -0.48 0.44 0.47 0.076
H 4.7558 0.7015 -3.8386 0.55 -0.32 0.17 0.082
C -6.7761 -1.1898 -2.5457 -1.69 1.44 -0.65 -0.070
C -5.3621 -1.1571 -2.0441 -1.34 -0.78 0.06 -0.384
C -5.3769 -0.5454 -0.6103 0.84 0.16 -0.61 -0.153
O -5.6604 0.8625 -0.5845 0.47 -0.72 -0.85 -0.225
C -6.0062 1.3766 0.6611 -0.14 0.27 0.97 -0.104
N -4.9740 -2.5966 -2.0517 0.51 1.21 1.00 0.061
H -6.9293 -1.2357 -3.6239 0.67 -0.27 -0.15 0.086
H -7.2091 -0.2189 -2.3048 -0.36 0.11 0.16 0.064
H -7.4442 -1.9583 -2.1568 0.34 -0.16 0.51 0.087
H -4.8425 -0.5647 -2.7972 0.69 -0.03 0.44 0.131
H -4.4000 -0.6813 -0.1465 0.24 -0.16 0.14 0.108
H -6.0999 -1.1199 -0.0312 -0.33 0.09 0.17 0.128
H -7.0802 1.2559 0.8026 -0.09 -0.01 0.40 0.097
H -5.7424 2.4291 0.7647 -0.18 0.25 -0.71 0.093
H -5.4393 0.9657 1.4965 -0.05 -0.69 0.02 0.078
H -5.5763 -2.9991 -1.3480 -0.68 -0.53 -0.23 0.089
H -4.0948 -2.7034 -1.5662 0.89 0.08 -0.17 0.031
```
Positions in Å, forces in eV/Å.

- HOMO level: -7.852 eV
- Charge: 0
- Energy above the lowest of the compared OMol25 structures with the same formula, charge and spin: 14.4 kcal per mole
- HOMO-LUMO gap: 8.185 eV
- LUMO: 0.33 eV